(1)
The following is a quantum chemistry calculation of a molecular structure, C42H123N7O23 at a distorted geometry, from OMol25.

XYZ file:
```
195
C42H123N7O23 | OMol25 | wB97M-V/def2-TZVPD
C 2.66751 3.23653 -3.37050
O 1.37114 3.23894 -3.87620
C 0.83177 4.44976 -4.34069
C -0.60209 4.26521 -4.76028
N -0.74240 3.81649 -6.16208
C -1.93769 2.95137 -6.30081
C -3.28889 3.65019 -6.05490
O -4.13845 2.76848 -5.37477
C -5.46569 3.25564 -5.28311
H 2.74962 3.74152 -2.40199
H 3.38387 3.67740 -4.07773
H 3.00266 2.20722 -3.23507
H 1.46454 4.82800 -5.15389
H 0.82687 5.27465 -3.61545
H -1.14357 5.18723 -4.55398
H -1.07447 3.47072 -4.16591
H -0.02827 3.12311 -6.36316
H -1.78339 2.00874 -5.76342
H -1.97783 2.65876 -7.35638
H -3.65608 4.01492 -7.01736
H -3.05270 4.50914 -5.41022
H -5.96012 3.63458 -6.17848
H -5.50561 4.02757 -4.50506
H -6.03037 2.43093 -4.84682
C -2.22559 1.29296 -3.15358
O -2.29153 -0.04449 -2.75815
C -3.26292 -0.78423 -3.47423
C -3.13372 -2.24471 -3.08421
N -4.22248 -3.09233 -3.54143
C -4.09823 -4.44084 -2.98974
C -3.73124 -4.63637 -1.50858
O -3.75608 -6.02531 -1.23642
C -4.48232 -6.38537 -0.06129
H -3.17638 1.69877 -3.53126
H -1.52589 1.54665 -3.95889
H -2.01138 1.94480 -2.30375
H -3.09266 -0.66689 -4.55019
H -4.23852 -0.37127 -3.18313
H -3.07941 -2.25846 -1.98708
H -2.15238 -2.56042 -3.45300
H -5.10148 -2.64099 -3.31800
H -3.34921 -4.95545 -3.59364
H -5.05416 -4.96523 -3.06175
H -4.41083 -4.09504 -0.84368
H -2.68624 -4.34005 -1.35765
H -4.11202 -5.83382 0.80159
H -4.40086 -7.46529 0.03364
H -5.53720 -6.20266 -0.29070
C -8.74338 1.31562 -6.79550
O -8.78333 -0.10103 -6.62897
C -8.59351 -0.41614 -5.28315
C -7.13003 -0.49894 -4.86364
N -6.91183 -0.55517 -3.42608
C -7.74247 -1.53051 -2.69643
C -7.39880 -1.46701 -1.20741
O -6.61136 -2.60258 -0.87569
C -6.86082 -3.16435 0.41435
H -8.72824 1.47479 -7.87543
H -7.80129 1.73200 -6.43555
H -9.64649 1.75523 -6.37114
H -9.04732 -1.38623 -5.05274
H -9.14412 0.21101 -4.56563
H -6.53663 0.33625 -5.24754
H -6.63541 -1.33144 -5.38684
H -5.96290 -0.63022 -3.09332
H -7.66571 -2.52797 -3.13976
H -8.76509 -1.16244 -2.79319
H -8.33055 -1.46050 -0.63694
H -6.85038 -0.54906 -0.98833
H -7.89405 -3.50428 0.46857
H -6.66566 -2.33324 1.09893
H -6.11044 -3.92461 0.60981
C 2.29591 -2.18066 0.67260
O 1.92086 -3.28558 1.48616
C 1.64905 -4.45498 0.74097
C 1.76084 -5.67064 1.61259
N 3.06444 -5.81312 2.27429
C 4.20639 -5.91411 1.36120
C 4.26981 -7.26154 0.65782
O 4.73981 -8.30693 1.51300
C 5.88904 -8.03681 2.28527
H 1.46263 -1.91794 0.02588
H 3.30279 -2.34693 0.27142
H 2.52190 -1.40846 1.40939
H 2.16769 -4.49496 -0.22215
H 0.57500 -4.42626 0.49218
H 1.50993 -6.60379 1.09660
H 0.97562 -5.51594 2.35843
H 3.06920 -6.71181 2.75096
H 5.16751 -5.74433 1.85893
H 4.19078 -5.02448 0.72291
H 4.86219 -7.13067 -0.25660
H 3.28916 -7.65510 0.40886
H 6.61677 -7.52004 1.64808
H 6.32810 -8.97799 2.61173
H 5.67392 -7.43504 3.17367
C 3.87140 5.38909 3.78581
O 2.70167 5.77802 3.10463
C 2.80084 5.66083 1.71809
C 1.47591 6.11299 1.07991
N 1.29965 7.56223 1.07108
C 2.28178 8.30575 0.30079
C 1.89133 9.78907 0.25452
O 2.88246 10.68626 -0.18477
C 3.04961 10.74488 -1.56833
H 3.63702 5.07993 4.80376
H 4.49709 6.27605 3.96812
H 4.56115 4.69783 3.30003
H 3.05952 4.64124 1.38193
H 3.65910 6.14480 1.22757
H 0.63759 5.65825 1.60113
H 1.38449 5.90416 0.01180
H 1.35656 7.95752 2.00447
H 2.43107 8.03605 -0.74908
H 3.29803 8.23829 0.71113
H 1.62270 10.15157 1.24904
H 1.00723 9.86234 -0.39148
H 3.19920 9.78307 -2.07526
H 3.92466 11.33483 -1.84098
H 2.17810 11.21433 -2.04586
C 6.68265 -4.33101 10.06989
O 6.26453 -4.85097 8.83026
C 5.04585 -4.34018 8.37376
C 5.01767 -4.59500 6.86069
N 3.78391 -4.26998 6.16145
C 2.59845 -4.99320 6.56025
C 1.37760 -4.61737 5.69887
O 0.97552 -3.30246 6.01173
C 0.03373 -2.89997 5.00845
H 5.95074 -4.65326 10.82710
H 6.68193 -3.24000 10.12989
H 7.62100 -4.78137 10.37878
H 4.96094 -3.25284 8.49464
H 4.18580 -4.79647 8.87408
H 5.27404 -5.65902 6.74036
H 5.80512 -4.04594 6.34502
H 3.96186 -4.10486 5.18621
H 2.37533 -4.84244 7.61924
H 2.73067 -6.08636 6.53751
H 0.59754 -5.37657 5.81883
H 1.75828 -4.73875 4.67587
H -0.88548 -3.48359 5.03324
H 0.50711 -2.91726 4.01989
H -0.08867 -1.82341 5.14917
C -3.43514 -2.43413 1.77765
O -2.73748 -1.26052 1.45566
C -1.41065 -1.50670 1.05670
C -0.87445 -0.29030 0.32209
N -0.53504 0.76094 1.30624
C 0.25176 1.91625 0.77809
C 1.66608 1.73111 0.27222
O 1.73464 2.01915 -1.09712
C 2.88707 1.54373 -1.73719
H -4.50405 -2.33833 1.62091
H -3.24565 -2.78853 2.80219
H -3.05856 -3.30434 1.22264
H -1.37667 -2.40262 0.42320
H -0.75974 -1.69039 1.92468
H -1.52979 0.15263 -0.42459
H 0.09436 -0.50306 -0.14377
H -0.00021 0.41116 2.09376
H 0.18638 2.66773 1.56815
H -0.44393 2.31546 0.03428
H 1.97896 0.70430 0.51372
H 2.37028 2.38489 0.80372
H 3.77649 2.12298 -1.46796
H 2.80457 1.53570 -2.82329
H 3.06694 0.49894 -1.44360
O 5.79523 -0.17506 -2.79315
H 4.98335 -0.61675 -3.06882
H 6.44543 -0.88121 -2.70498
O 2.21026 -0.22666 3.96699
H 2.27128 -0.50044 4.88838
H 1.46815 0.41665 3.94958
O 5.87663 4.89381 -1.79377
H 5.87226 4.04437 -2.26988
H 5.50391 4.68173 -0.93031
O -1.05565 4.54288 3.19314
H -0.99311 5.42695 2.81495
H -0.35873 4.51775 3.85791
O 6.56136 2.43670 -3.07679
H 6.61772 2.40604 -4.03684
H 6.15464 1.58061 -2.82319
O -0.02742 1.33699 4.43991
H 0.14630 2.28464 4.40662
H -0.61258 1.22017 5.19711
O 4.21792 0.70452 1.75680
H 3.47720 0.13615 1.99127
H 4.88741 0.51800 2.42443
O 5.50230 3.02657 0.30406
H 6.44232 2.81997 0.24402
H 5.08007 2.19069 0.55310
O -3.78318 2.11867 1.00524
H -2.89037 1.74830 1.06103
H -4.35036 1.35275 0.87234
```

Summary:
Gap between HOMO and LUMO (eV): 8.2
E (hartree): -3787.2492
ΔE to the lowest compared entry with this formula, charge and spin (eV): 0.8510

Results of the Löwdin charge analysis, in e, for atoms 1 through 8: C -0.14; O -0.14; C -0.22; C -0.20; N -0.05; C -0.21; C -0.22; O -0.20


(2)
The following is a quantum chemistry calculation of a molecular structure, C42H24N10RuSe2Te at a distorted geometry, from OMol25.

XYZ file:
```
80
C42H24N10RuSe2Te | OMol25 | wB97M-V/def2-TZVPD
Ru -0.30718 -0.25986 -0.56766
C 3.21287 -5.94086 0.70722
C 4.34034 -5.27424 0.22771
C 4.28443 -3.92914 -0.12197
C 3.06874 -3.28915 0.01351
C 2.63872 -1.89887 -0.26368
N 3.44754 -0.97854 -0.62676
C 2.78714 0.26639 -0.88758
C 3.41649 1.53132 -0.39169
C 4.53388 1.61080 0.41204
C 4.84033 2.80906 1.05642
C 3.99385 3.90884 0.92667
C 2.86821 3.84756 0.12341
C 2.58489 2.66714 -0.58100
C 1.50795 2.49482 -1.49026
N 0.28092 3.14447 -1.49083
C -0.52681 2.90951 -0.36802
N -0.82451 1.68089 0.11591
C -1.67779 1.87266 1.18884
N -2.28664 0.94256 1.94999
C -2.08798 -0.31973 1.91205
N -1.16476 -1.01546 1.11435
C -1.10866 -2.26922 1.52335
N -0.24485 -3.24185 1.17676
C 0.86194 -2.94655 0.54859
N 1.27130 -1.79295 -0.01426
C 1.95209 -3.94956 0.49017
C 1.99800 -5.28101 0.85522
C -2.10889 -2.50120 2.57072
C -2.45247 -3.63802 3.28416
C -3.44449 -3.51613 4.24669
C -4.05764 -2.28331 4.49368
C -3.69821 -1.14538 3.78604
C -2.71874 -1.27583 2.81420
C -1.92454 3.25758 1.36197
C -2.70991 3.99180 2.26633
C -2.73339 5.35942 2.14854
C -1.98541 6.02700 1.14625
C -1.21515 5.32350 0.25432
C -1.18680 3.92241 0.36045
N 1.68215 1.64155 -2.56669
H 3.29015 -6.98909 0.96880
H 5.27291 -5.81604 0.12835
H 5.15295 -3.39776 -0.48927
H 5.13223 0.72136 0.56934
H 5.71577 2.87251 1.69060
H 4.21689 4.82389 1.46200
H 2.20802 4.70030 0.02130
H 1.11516 -5.77788 1.23528
H -1.95775 -4.58011 3.08595
H -3.74860 -4.38316 4.82006
H -4.82630 -2.21944 5.25430
H -4.16194 -0.18612 3.97656
H -3.27991 3.47936 3.03129
H -3.33413 5.94759 2.83211
H -2.02607 7.10816 1.09075
H -0.63925 5.83103 -0.51135
Se -1.38084 1.06805 -3.97652
Se -1.00446 -2.39612 -2.31621
C -2.53101 -1.40381 -1.97393
C -3.81992 -1.74453 -2.40682
C -4.87137 -0.90480 -2.12921
C -4.63295 0.27190 -1.42027
C -3.34591 0.54020 -1.01400
N -2.31593 -0.27705 -1.27732
C 0.32510 0.24182 -3.78786
C 1.08864 -0.18908 -4.79014
C 2.46268 -0.60025 -4.54784
C 3.06880 -0.30689 -3.39781
C 2.32218 0.39174 -2.32736
N 0.81671 0.38229 -2.44777
H -3.95241 -2.66534 -2.95719
H -5.87257 -1.15577 -2.45922
H -5.42594 0.96630 -1.18263
H -3.11647 1.44536 -0.47431
H 0.68572 -0.21040 -5.79307
H 2.99243 -1.13602 -5.32616
H 4.07502 -0.62905 -3.16876
H 1.81611 0.29355 -0.37326
Te -0.62071 3.42089 -3.32357
```

Summary:
Gap between HOMO and LUMO (alpha / beta) (eV): 5.2 / 5.3
E (hartree): -7328.3012
Spin multiplicity: 2
⟨S²⟩: 0.7809
Charge: -1

Results of the Löwdin charge analysis, in e, for atoms 1 through 8: Ru 1.02; C -0.09; C -0.09; C -0.02; C -0.10; C -0.28; N 0.17; C -0.26